{"formula": "C36H51FN3O14PS", "method": "ωB97M-V with the def2-TZVPD basis set", "total_charge": 0, "homo_energy_ev": -8.22, "lumo_ev": -0.64, "smiles": "COCCCCCCCCc1cc(CC(=O)F)c(P(O)(O)=S)c2nc(CCOC(C)=O)c(CON=O)nc12.O=C1CCCO1.O=C1CCCO1.O=C1CCCO1", "molar_mass_da": 831.8, "species": ["S", "P", "F", "O", "O", "O", "O", "O", "O", "O", "O", "O", "O", "O", "O", "O", "O", "N", "N", "N", "C", "C", "C", "C", "C", "C", "C", "C", "C", "C", "C", "C", "C", "C", "C", "C", "C", "C", "C", "C", "C", "C", "C", "C", "C", "C", "C", "C", "C", "C", "C", "C", "C", "C", "C", "C", "H", "H", "H", "H", "H", "H", "H", "H", "H", "H", "H", "H", "H", "H", "H", "H", "H", "H", "H", "H", "H", "H", "H", "H", "H", "H", "H", "H", "H", "H", "H", "H", "H", "H", "H", "H", "H", "H", "H", "H", "H", "H", "H", "H", "H", "H", "H", "H", "H", "H", "H"], "xyz": [[0.71, 3.88, 2.93], [-0.30, 4.69, 1.50], [-2.55, 2.79, 2.33], [-2.28, 5.78, -2.80], [3.64, -0.84, 0.35], [-4.68, 3.23, 2.03], [-1.32, -4.98, 4.67], [0.53, 5.94, 0.81], [4.26, -0.02, -1.49], [6.09, 3.87, -0.15], [8.08, 2.87, -0.50], [1.36, -3.56, 2.90], [-1.49, -5.50, 2.50], [-1.63, 5.37, 2.16], [-5.29, -5.36, -0.96], [-1.19, 7.54, -1.92], [-4.24, -3.38, -1.22], [3.29, -0.75, -0.76], [1.19, 1.35, -2.24], [1.65, 3.09, 0.01], [-1.24, -5.83, 3.62], [-4.97, -5.68, 1.35], [-0.72, -1.59, -3.68], [0.21, 2.02, -1.58], [2.61, -2.90, 2.75], [-0.76, -7.19, 4.09], [0.67, 7.62, -3.37], [-1.13, 1.84, -2.03], [0.41, 2.87, -0.50], [-3.21, 3.97, 0.25], [2.62, 2.43, -0.58], [-0.42, -3.01, -0.44], [4.01, 2.62, 0.01], [-4.67, -4.23, -0.50], [-0.13, 8.42, -2.35], [5.03, 3.29, -0.95], [-0.73, -2.99, -3.02], [2.36, 1.58, -1.71], [-2.18, 2.47, -1.46], [0.43, -3.00, 1.97], [-1.96, 3.33, -0.35], [-3.57, 3.30, 1.59], [-0.41, 6.74, -4.00], [-0.69, 3.56, 0.13], [7.06, 2.94, 0.16], [0.25, -3.15, -1.83], [-1.38, 0.88, -3.20], [0.28, -3.85, 0.68], [-1.40, 6.58, -2.87], [-4.67, -4.22, 1.02], [-5.79, -6.12, 0.15], [-1.01, -7.12, 5.59], [-0.86, -5.64, 5.87], [-1.22, -0.57, -2.64], [6.91, 2.01, 1.36], [3.55, 0.87, -2.37], [-0.38, -1.96, -0.11], [-4.03, -6.24, 1.38], [4.35, 1.66, 0.40], [-0.90, 7.24, -4.84], [-5.67, -7.18, -0.06], [3.39, -3.38, 3.36], [0.30, -7.29, 3.85], [-6.85, -5.91, 0.27], [-5.46, -3.55, 1.36], [4.59, 4.03, -1.62], [-1.67, 6.32, 1.96], [3.14, 0.26, -3.20], [0.18, -5.35, 6.04], [-0.45, -0.52, -1.86], [1.27, -4.24, 0.38], [0.79, -2.00, 1.66], [-0.46, -3.72, -3.79], [-1.46, -5.31, 6.71], [0.66, -4.17, -1.88], [0.31, -1.39, -4.01], [3.90, 3.29, 0.88], [-2.40, 1.05, -3.59], [-2.15, -0.88, -2.13], [6.48, 2.52, 2.23], [1.40, 6.99, -2.86], [-1.34, -7.99, 3.61], [6.28, 1.14, 1.15], [5.53, 2.49, -1.53], [2.54, -1.83, 3.02], [-0.53, -2.93, 2.49], [-3.11, 5.04, 0.44], [-0.58, 9.32, -2.78], [-5.48, -5.82, 2.30], [-0.37, -4.68, 0.95], [-1.47, -3.33, -0.48], [0.47, 8.71, -1.49], [-0.12, 6.38, 0.23], [-4.06, 3.73, -0.39], [-3.18, 2.26, -1.84], [-1.43, -1.61, -4.52], [-3.71, -3.90, 1.40], [-2.03, -7.44, 5.81], [2.93, -3.02, 1.70], [7.91, 1.63, 1.61], [-1.74, -3.23, -2.64], [-0.64, 1.11, -3.97], [4.20, 1.61, -2.84], [1.20, 8.25, -4.08], [-0.33, -7.74, 6.18], [-0.02, 5.78, -4.31], [1.12, -2.47, -1.89]]}

{"formula": "C2H12N2O2", "method": "ωB97M-V with the def2-TZVPD basis set", "total_charge": 0, "homo_energy_ev": -8.75, "lumo_ev": 0.40, "smiles": "NCCN.O.O", "molar_mass_da": 96.1, "species": ["O", "O", "N", "N", "C", "C", "H", "H", "H", "H", "H", "H", "H", "H", "H", "H", "H", "H"], "xyz": [[0.79, -4.26, -1.09], [-5.54, -0.39, 1.61], [0.14, 0.53, -1.39], [2.01, 2.55, 0.01], [0.63, 0.52, -0.04], [2.02, 1.23, 0.41], [-5.27, -1.26, 1.58], [-4.59, -0.04, 1.87], [-0.08, 1.04, 0.67], [2.83, 3.12, -0.18], [0.50, -3.64, -0.46], [0.17, -4.99, -1.28], [0.30, 1.40, -1.81], [0.72, -0.57, 0.23], [2.12, 0.95, 1.50], [1.12, 3.06, 0.08], [-0.73, 0.16, -1.59], [2.85, 0.58, -0.11]]}

{"formula": "C11H15NS", "method": "ωB97M-V with the def2-TZVPD basis set", "total_charge": 0, "homo_energy_ev": -8.48, "lumo_ev": 0.91, "smiles": "c1cc2c(s1)[C@H]1CCCCN1CC2", "molar_mass_da": 193.3, "species": ["S", "N", "C", "C", "C", "C", "C", "C", "C", "C", "C", "C", "C", "H", "H", "H", "H", "H", "H", "H", "H", "H", "H", "H", "H", "H", "H", "H"], "xyz": [[0.08, 2.45, 0.67], [-0.12, -1.45, -0.40], [1.67, 0.42, 0.61], [-2.15, -2.10, -1.69], [-1.12, -2.51, -0.63], [-2.77, -0.70, -1.34], [1.74, 2.71, 1.01], [2.44, 1.55, 0.93], [-0.74, -0.22, 0.08], [0.91, -1.92, 0.51], [0.36, 0.74, 0.43], [-1.69, 0.29, -0.98], [2.14, -0.99, 0.46], [-0.57, -3.43, -0.89], [2.85, -1.15, 1.28], [2.57, -1.05, -0.55], [-3.44, -0.32, -2.12], [-1.13, 0.58, -1.89], [0.59, -1.96, 1.57], [-1.58, -1.90, -2.62], [1.20, -2.91, 0.11], [-2.86, -2.95, -1.83], [-2.10, 1.23, -0.62], [2.14, 3.69, 1.26], [-1.28, -0.43, 1.02], [3.50, 1.48, 1.16], [-1.67, -2.72, 0.35], [-3.43, -0.78, -0.45]]}

{"formula": "C2H6BrClOSi", "method": "ωB97M-V with the def2-TZVPD basis set", "total_charge": 0, "homo_energy_ev": -10.42, "lumo_ev": 0.62, "smiles": "CO[Si@](C)(Cl)Br", "molar_mass_da": 189.5, "species": ["Br", "Cl", "Si", "O", "C", "C", "H", "H", "H", "H", "H", "H"], "xyz": [[-2.62, -1.63, -0.34], [-2.18, 1.72, -0.03], [-1.09, -0.04, -0.01], [-0.15, -0.39, 1.24], [1.17, 0.00, 1.63], [-0.09, -0.04, -1.65], [1.78, 0.27, 0.83], [-0.73, 0.35, -2.36], [1.63, -0.85, 2.13], [1.29, 0.85, 2.34], [0.26, -0.87, -2.24], [0.73, 0.63, -1.53]]}

{"formula": "C5H8O", "method": "ωB97M-V with the def2-TZVPD basis set", "total_charge": 0, "homo_energy_ev": -8.61, "lumo_ev": 1.13, "molar_mass_da": 84.1, "species": ["O", "C", "C", "C", "C", "C", "H", "H", "H", "H", "H", "H", "H", "H"], "xyz": [[-1.19, 0.05, 0.99], [-0.65, 1.10, 0.13], [0.80, 0.85, -0.08], [-0.95, 0.23, -1.05], [-1.31, -0.76, -0.15], [1.49, -0.10, 0.64], [1.23, -0.25, 1.69], [-2.00, -1.59, -0.16], [1.25, 1.35, -0.94], [-0.85, 0.34, -2.12], [-0.06, -1.66, 0.03], [2.53, -0.29, 0.39], [0.77, -1.36, 0.29], [-1.07, 2.09, 0.33]]}

{"formula": "C8H8N2O4", "method": "ωB97M-V with the def2-TZVPD basis set", "total_charge": 0, "homo_energy_ev": -7.86, "lumo_ev": 0.57, "molar_mass_da": 196.2, "species": ["O", "O", "O", "O", "N", "N", "C", "C", "C", "C", "C", "C", "C", "C", "H", "H", "H", "H", "H", "H", "H", "H"], "xyz": [[4.32, 1.63, -0.20], [2.31, 1.88, 0.75], [3.18, -2.72, 0.05], [2.88, -0.99, 1.32], [0.73, -0.67, -1.95], [2.98, -1.54, 0.11], [-3.20, 0.25, -0.48], [-0.93, -0.24, -0.29], [-2.07, 1.02, 1.44], [-0.95, 0.42, 0.90], [-3.21, 0.88, 0.75], [0.37, -0.82, -0.70], [-2.10, -0.40, -1.03], [3.33, 1.73, 0.29], [-4.22, 0.10, -0.90], [-4.13, 1.30, 1.24], [-1.99, -0.94, -2.03], [-2.13, 1.72, 2.39], [3.08, -1.66, 2.12], [0.01, 0.48, 1.19], [1.49, -1.19, -2.20], [0.24, -0.26, -2.77]]}